[1]
{
  "formula": "C31H62Br2N2O17P2S",
  "method": "ωB97M-V/def2-TZVPD",
  "species": ["C", "C", "C", "C", "C", "C", "C", "C", "O", "N", "O", "C", "Br", "O", "S", "O", "O", "C", "Br", "P", "N", "C", "P", "O", "O", "H", "H", "H", "H", "H", "H", "H", "H", "H", "H", "H", "H", "H", "H", "H", "H", "H", "H", "H", "H", "H", "H", "O", "C", "O", "C", "C", "C", "H", "H", "H", "H", "H", "H", "H", "H", "O", "C", "O", "C", "C", "C", "H", "H", "H", "H", "H", "H", "H", "H", "O", "C", "O", "C", "C", "C", "H", "H", "H", "H", "H", "H", "H", "H", "O", "C", "O", "C", "C", "C", "H", "H", "H", "H", "H", "H", "H", "H", "O", "C", "O", "C", "C", "C", "H", "H", "H", "H", "H", "H", "H", "H"],
  "coordinates": [[-0.7508, 0.3210, 1.1235], [-0.5376, -1.1380, 1.5220], [-0.4566, -2.0662, 0.2980], [-1.8787, -2.4628, -0.1440], [-2.3414, -3.7111, 0.6032], [-3.8624, -3.9724, 0.6601], [-4.5276, -3.0671, 1.7087], [-6.0546, -2.8601, 1.7062], [-6.4007, -2.3423, 3.0201], [-6.2539, -3.2888, 4.0830], [-5.8912, -2.7502, 5.0427], [-6.9206, -4.0997, 1.4130], [-6.2764, -5.8047, 2.0420], [-7.1627, -4.2109, 0.0038], [-8.5078, -3.4102, -0.3537], [-9.5957, -4.0300, 0.3258], [-8.5722, -3.2542, -1.7677], [-8.0932, -1.7944, 0.4290], [-9.2348, -1.5062, 1.9812], [-8.7390, -0.4724, -0.7343], [-10.2572, -0.5977, -1.0526], [-6.5740, -1.6978, 0.7730], [-5.3776, -1.3885, -0.6761], [-5.7463, 0.1926, -1.0083], [-6.0424, -2.1611, -1.9342], [0.1269, 0.7260, 0.6279], [-1.6311, 0.4429, 0.4852], [-0.9167, 0.9266, 2.0187], [-1.4246, -1.4581, 2.0888], [0.3180, -1.2643, 2.1808], [0.0835, -1.5689, -0.5107], [0.1015, -2.9599, 0.5879], [-1.8650, -2.6889, -1.2132], [-2.5247, -1.6151, 0.0679], [-1.9977, -3.6592, 1.6441], [-1.8718, -4.5920, 0.1595], [-4.3173, -3.8880, -0.3311], [-3.9634, -5.0160, 0.9513], [-4.0715, -2.0769, 1.6085], [-4.2307, -3.4247, 2.6962], [-7.8736, -3.9809, 1.9250], [-7.9145, -0.5174, -1.8581], [-8.4344, 0.6727, 0.0164], [-10.4110, -0.7566, -2.0409], [-6.4879, -0.7767, 1.3578], [-5.0589, 0.7276, -0.5874], [-6.4077, -1.5654, -2.6013], [2.3742, -2.5645, 1.9638], [2.7737, -3.0838, 2.9719], [2.1585, -2.7654, 4.1336], [2.4281, -3.4556, 5.3573], [3.6195, -2.8756, 6.0899], [3.9715, -3.9970, 2.9702], [2.5399, -4.5256, 5.1786], [1.5236, -3.3259, 5.9500], [4.5366, -2.9859, 5.5114], [3.7551, -3.3778, 7.0482], [3.4657, -1.8118, 6.2713], [4.8684, -3.3829, 3.0580], [3.9957, -4.5014, 2.0064], [3.9753, -4.7435, 3.7605], [5.1507, -5.0136, 0.3224], [5.5118, -4.3107, -0.5834], [6.6438, -4.6376, -1.2362], [7.0611, -3.9747, -2.4349], [7.8571, -2.7195, -2.1466], [4.7733, -3.0423, -0.9380], [6.2057, -3.7778, -3.0820], [7.6840, -4.7061, -2.9474], [7.2571, -1.9740, -1.6248], [8.2173, -2.2799, -3.0771], [8.7147, -2.9564, -1.5171], [5.1516, -2.2346, -0.3111], [3.7217, -3.1874, -0.7039], [4.8591, -2.7497, -1.9810], [0.3833, 3.0270, 0.3073], [1.3269, 3.6886, 0.6597], [2.5564, 3.1983, 0.4561], [3.7536, 3.9658, 0.6607], [4.2268, 3.9068, 2.0968], [1.1552, 5.0021, 1.3867], [3.6091, 4.9926, 0.3185], [4.4833, 3.5093, -0.0053], [3.5048, 4.3493, 2.7846], [5.1713, 4.4414, 2.2010], [4.3778, 2.8697, 2.3959], [1.0541, 4.7928, 2.4515], [0.2376, 5.4681, 1.0374], [1.9717, 5.7033, 1.2396], [5.3233, 2.5305, -1.7018], [5.5337, 3.0987, -2.7400], [6.7800, 3.5458, -2.9851], [7.1786, 4.0728, -4.2570], [6.8692, 5.5489, -4.3862], [4.4243, 3.3893, -3.7219], [6.7414, 3.4892, -5.0677], [8.2542, 3.9091, -4.2937], [5.7971, 5.7408, -4.3432], [7.2474, 5.9314, -5.3344], [7.3394, 6.1026, -3.5738], [3.9475, 4.3276, -3.4376], [3.6908, 2.5915, -3.6416], [4.7463, 3.4573, -4.7573], [-1.2574, 7.5310, -4.0862], [-1.6829, 6.8222, -3.2165], [-0.9076, 5.8149, -2.7685], [-1.2332, 5.0317, -1.6104], [-2.1440, 3.8696, -1.9379], [-3.0826, 6.9829, -2.6691], [-1.6440, 5.6654, -0.8221], [-0.2825, 4.6517, -1.2545], [-3.1127, 4.2068, -2.3100], [-2.3007, 3.2644, -1.0447], [-1.6903, 3.2458, -2.7077], [-3.7668, 6.4174, -3.3012], [-3.3449, 8.0358, -2.7283], [-3.2019, 6.6570, -1.6394]],
  "forces_ev_per_a": [[0.17, -0.20, 0.56], [-0.63, -0.09, -0.28], [-0.17, 0.04, 0.50], [0.81, -0.34, 0.05], [-0.52, 0.05, 0.16], [0.34, -0.09, -0.02], [0.20, 0.18, -0.45], [-0.26, 0.05, 0.14], [0.31, 0.18, 0.04], [0.25, -0.12, -0.31], [-0.29, 0.11, 0.22], [-0.05, -0.25, 0.23], [-0.06, -0.05, -0.04], [0.09, 0.34, 0.07], [-0.83, -0.06, -0.24], [0.22, 0.07, 0.07], [0.37, -0.06, 0.15], [0.56, 0.05, -0.24], [-0.03, 0.00, 0.08], [-1.18, -0.09, -0.23], [0.27, 0.25, 0.01], [-0.57, -0.47, -0.43], [0.77, -0.18, 0.56], [-0.19, -0.08, 0.12], [0.08, 0.45, -0.05], [-0.09, 0.00, -0.18], [0.11, 0.00, -0.12], [-0.02, 0.09, -0.07], [0.15, -0.03, 0.17], [0.11, 0.13, -0.12], [0.06, -0.04, 0.02], [0.09, -0.02, -0.23], [-0.36, 0.22, -0.04], [-0.24, 0.02, -0.29], [0.10, -0.03, -0.05], [0.12, 0.06, 0.03], [0.01, 0.08, 0.00], [-0.25, 0.06, -0.03], [-0.07, 0.06, 0.18], [-0.14, -0.08, -0.01], [0.05, -0.02, 0.08], [0.24, 0.20, 0.19], [0.42, -0.10, 0.01], [-0.19, -0.22, 0.07], [0.28, -0.06, 0.03], [-0.07, 0.09, -0.26], [-0.09, -0.22, -0.05], [0.04, 0.00, 0.00], [0.17, 0.12, -0.01], [-0.14, -0.07, -0.04], [0.05, -0.02, 0.12], [0.05, 0.07, -0.09], [-0.30, -0.24, 0.00], [0.02, 0.01, -0.03], [-0.02, 0.03, -0.03], [0.00, -0.05, 0.02], [-0.01, 0.00, 0.00], [-0.02, -0.01, 0.03], [0.02, -0.01, 0.01], [0.10, 0.12, 0.12], [0.04, 0.08, 0.06], [0.16, -0.19, -0.16], [-0.06, 0.24, 0.11], [-0.04, -0.13, -0.06], [0.08, 0.09, -0.08], [-0.03, 0.01, 0.12], [-0.15, -0.15, -0.22], [-0.02, 0.01, 0.03], [0.00, -0.03, 0.04], [-0.02, 0.02, -0.05], [0.00, -0.01, -0.01], [0.02, -0.01, -0.03], [0.00, 0.01, -0.01], [0.03, 0.03, 0.14], [0.08, 0.06, 0.03], [0.00, 0.27, -0.04], [0.06, -0.17, 0.19], [0.00, 0.04, -0.15], [0.18, 0.07, 0.02], [-0.13, -0.05, 0.06], [0.01, 0.14, -0.21], [-0.06, 0.00, 0.04], [-0.11, -0.03, 0.12], [0.02, 0.05, -0.01], [0.01, -0.01, -0.01], [0.04, 0.00, -0.02], [0.02, 0.00, 0.01], [-0.06, -0.08, 0.06], [0.04, -0.04, 0.08], [0.13, -0.06, -0.07], [-0.13, 0.13, 0.01], [0.07, -0.13, -0.01], [0.03, 0.10, -0.10], [-0.08, 0.01, 0.10], [0.05, -0.23, -0.16], [-0.04, 0.00, 0.02], [0.00, -0.01, 0.05], [0.00, -0.01, -0.06], [0.01, -0.01, 0.00], [0.04, 0.00, -0.02], [0.00, 0.01, -0.01], [-0.04, 0.05, 0.11], [0.01, 0.10, 0.01], [0.02, 0.03, -0.01], [-0.10, -0.09, -0.08], [0.11, 0.08, 0.07], [-0.08, -0.08, -0.01], [-0.09, 0.04, -0.10], [0.08, 0.16, 0.20], [-0.03, 0.02, -0.03], [0.03, 0.01, -0.06], [-0.01, 0.01, 0.05], [0.06, -0.01, 0.00], [0.03, -0.03, 0.04], [0.00, -0.02, 0.00], [-0.01, -0.01, -0.11], [-0.02, -0.09, -0.03]],
  "mulliken_charge": [-1.114, 0.187, -1.009, 0.441, -1.173, -0.227, -1.493, 2.433, -0.331, 0.144, -0.360, -1.254, -0.138, -0.440, 1.488, -0.644, -0.603, -0.359, 0.139, 0.538, -0.773, -1.210, -0.093, -0.435, -0.505, 0.265, 0.067, 0.440, 0.098, 0.096, 0.477, 0.240, 0.412, -0.418, 0.327, 0.446, 0.324, 0.435, 0.093, 0.683, 0.826, 0.023, 0.089, 0.267, 0.890, 0.284, 0.418, -0.441, 0.779, -0.357, -0.409, -0.987, -1.047, 0.376, 0.333, 0.271, 0.364, 0.293, 0.264, 0.220, 0.367, -0.574, 0.674, -0.357, -0.432, -0.888, -0.762, 0.382, 0.301, 0.232, 0.343, 0.292, 0.226, 0.179, 0.352, -0.546, 0.802, -0.303, -0.015, -1.152, -1.033, 0.381, 0.084, 0.311, 0.379, 0.307, 0.317, 0.252, 0.359, -0.650, 0.782, -0.347, -0.406, -0.964, -1.026, 0.360, 0.315, 0.274, 0.352, 0.296, 0.269, 0.347, 0.348, -0.576, 0.695, -0.388, -0.042, -0.904, -0.870, 0.280, -0.003, 0.357, 0.192, 0.318, 0.247, 0.303, 0.312],
  "spin_multiplicity": 1
}

[2]
{
  "formula": "C27H30B3HgO39",
  "method": "ωB97M-V/def2-TZVPD",
  "species": ["Hg", "O", "C", "O", "B", "O", "C", "O", "O", "C", "O", "C", "O", "O", "O", "C", "O", "B", "O", "C", "O", "O", "C", "O", "C", "O", "O", "O", "C", "O", "B", "O", "C", "O", "O", "C", "O", "C", "O", "O", "C", "O", "C", "O", "O", "C", "H", "H", "H", "H", "H", "H", "C", "O", "C", "O", "O", "C", "H", "H", "H", "H", "H", "H", "C", "O", "C", "O", "O", "C", "H", "H", "H", "H", "H", "H", "C", "O", "C", "O", "O", "C", "H", "H", "H", "H", "H", "H", "C", "O", "C", "O", "O", "C", "H", "H", "H", "H", "H", "H"],
  "coordinates": [[-0.3311, 0.2749, -0.5687], [-0.0528, -2.3441, -5.0362], [0.3820, -3.0421, -4.0970], [0.9013, -4.2118, -4.1641], [1.2942, -4.7715, -2.8612], [0.9459, -3.7470, -1.9324], [0.5586, -2.6858, -2.5734], [0.0816, -1.6678, -2.0508], [2.7489, -5.0362, -2.8149], [2.9294, -6.2564, -2.3707], [4.0236, -6.7786, -2.2481], [1.5924, -6.8514, -2.1297], [0.6761, -6.0481, -2.5211], [1.3847, -8.0218, -1.7443], [1.3146, 1.9167, 0.0069], [2.0434, 2.8427, 0.2129], [1.9852, 3.6859, 1.2004], [2.8995, 4.8058, 0.9299], [3.6716, 4.3580, -0.2333], [3.1627, 3.2212, -0.7138], [3.6043, 2.6112, -1.6826], [2.1911, 6.1323, 0.8332], [2.5015, 6.8746, 1.7580], [2.1290, 8.0358, 1.9031], [3.6156, 6.1875, 2.6336], [3.7948, 4.9697, 2.0515], [4.2472, 6.5910, 3.5577], [2.4007, -0.5189, 3.7738], [1.2149, -0.5550, 4.0387], [0.7302, -1.0344, 5.1341], [-0.6632, -0.6956, 5.2611], [-1.0869, -0.3668, 3.8216], [-0.0113, -0.1414, 3.1190], [0.0326, 0.2745, 1.9551], [-0.9673, 0.3866, 6.2966], [-1.5907, -0.1089, 7.3018], [-1.9591, 0.5508, 8.2887], [-1.8976, -1.6221, 6.9989], [-1.4316, -1.8406, 5.7258], [-2.3774, -2.4952, 7.7465], [-3.2057, 1.6485, 2.2304], [-3.0108, 2.9389, 1.6007], [-2.0323, 3.1919, 0.7542], [-1.4721, 2.3231, 0.0292], [-1.6047, 4.4516, 0.8112], [-0.7406, 5.0451, -0.1646], [-3.9589, 1.5437, 3.0113], [-2.2539, 1.4416, 2.7196], [-3.4394, 0.8505, 1.5256], [-1.2665, 5.4809, -1.0142], [0.1253, 4.4515, -0.4579], [-0.1860, 5.8430, 0.3293], [1.5626, -3.3967, 1.3583], [2.7691, -2.7663, 0.9798], [2.7768, -1.6053, 0.2843], [1.7856, -0.9445, -0.0473], [4.0066, -1.3862, -0.0300], [4.4713, -0.1547, -0.4714], [1.7797, -4.4271, 1.6402], [0.9726, -3.4000, 0.4418], [1.0364, -2.8471, 2.1388], [5.4561, -0.0061, -0.0283], [3.8513, 0.6758, -0.1341], [4.5798, -0.1098, -1.5551], [-4.7759, -0.6918, -0.4440], [-4.6378, -0.2777, -1.7731], [-3.4250, 0.0701, -2.1906], [-2.3846, 0.2216, -1.5189], [-3.5154, 0.3091, -3.5353], [-2.3026, 0.3725, -4.2655], [-5.1215, 0.0889, 0.2336], [-3.9396, -1.3048, -0.1079], [-5.5178, -1.4805, -0.3186], [-1.8258, 1.3405, -4.1109], [-2.6989, 0.4222, -5.2796], [-1.6999, -0.5230, -4.1140], [1.4570, 0.6801, -5.1229], [1.0031, 1.9587, -4.5996], [0.6852, 2.0698, -3.3063], [0.4258, 1.1562, -2.5353], [0.5926, 3.2897, -2.8360], [0.9981, 4.4209, -3.6949], [0.5986, 0.0702, -5.4042], [2.0148, 0.0839, -4.4007], [2.0959, 0.7551, -6.0028], [2.0748, 4.3464, -3.8475], [0.7381, 5.3349, -3.1610], [0.4905, 4.5637, -4.6489], [-3.3231, -2.9033, 3.1611], [-2.6213, -1.9753, 2.3399], [-2.0658, -2.2848, 1.1591], [-1.3139, -1.6143, 0.4794], [-2.4240, -3.5530, 0.8758], [-1.9693, -4.1923, -0.2979], [-3.9257, -2.4328, 3.9380], [-2.7892, -3.6996, 3.6796], [-4.0559, -3.4574, 2.5744], [-2.1526, -5.2593, -0.1712], [-0.9073, -3.9766, -0.4149], [-2.4722, -3.6475, -1.0969]],
  "forces_ev_per_a": [[1.05, 0.03, 1.08], [0.96, -1.81, 2.99], [0.03, 2.53, -1.57], [-0.05, -1.70, -1.25], [1.26, -0.72, -0.77], [0.04, 1.30, 0.91], [-3.35, 2.72, 0.83], [1.24, -1.93, -1.41], [-0.73, 0.86, -0.38], [3.57, -0.54, 0.08], [-1.80, 0.44, 0.04], [-0.49, -6.20, 1.42], [-1.64, 1.76, -0.51], [0.66, 3.33, -0.78], [-0.18, -0.46, 0.19], [-0.66, -0.48, -0.03], [-0.80, 0.12, -0.14], [0.99, 0.04, 1.11], [-0.55, -0.04, -1.01], [2.41, 0.35, -1.63], [-1.23, 1.01, 1.64], [-1.35, -4.33, -4.37], [1.59, 5.52, 4.13], [0.34, -1.66, 0.12], [0.12, -1.04, -0.55], [-0.02, 0.96, 0.60], [-0.41, 0.25, -0.16], [-1.70, 0.16, -0.26], [2.35, 0.33, -1.83], [-0.39, 0.17, 1.32], [-1.39, -0.27, 0.20], [0.24, 0.71, 1.14], [0.68, 0.58, -1.66], [0.02, -0.73, 2.50], [1.38, -0.19, -2.46], [-2.19, 1.18, 3.41], [0.90, -2.20, -2.33], [-0.34, -2.56, 1.19], [-0.80, -0.02, 1.60], [1.39, 3.12, -2.65], [1.67, -0.97, -0.30], [-1.00, 1.14, 0.43], [2.63, -2.61, -1.54], [-1.73, 2.21, 1.53], [-1.22, -0.22, 0.25], [1.31, 0.36, 0.18], [-0.28, 1.40, -0.23], [-0.14, -0.40, -0.14], [0.35, 0.27, -0.35], [-0.27, -0.44, 0.08], [-0.76, -0.81, -0.30], [-0.71, 0.26, 0.38], [-0.70, 0.42, -1.14], [0.88, 0.81, 0.00], [-2.69, -0.56, 0.15], [1.68, -1.00, 0.74], [1.01, -0.88, 0.27], [0.47, 1.72, -0.22], [0.21, 0.28, 0.15], [-0.50, -0.19, 0.31], [0.13, -0.05, 0.11], [0.00, -0.18, -0.03], [-0.19, -0.29, -0.15], [-0.25, -0.14, 0.02], [-0.39, -1.50, 1.55], [0.55, 0.14, -0.55], [1.80, 1.04, -0.89], [-3.49, -0.84, -1.76], [-0.61, -0.73, 2.80], [-0.36, 0.52, -0.97], [0.66, 0.24, -0.15], [0.65, 1.01, 0.14], [-0.72, 0.25, -0.98], [0.41, -0.32, 0.40], [0.41, -0.32, -0.18], [0.27, 0.34, 0.06], [-0.52, -1.16, 0.30], [0.68, 0.11, 0.30], [-0.25, -1.11, 0.79], [0.50, -0.01, -1.77], [-0.05, 1.70, -1.49], [0.22, 0.16, 0.49], [-0.10, 0.15, 0.09], [-0.10, 0.42, 0.38], [-0.17, 0.97, 0.14], [-0.12, 0.11, 0.00], [0.26, -0.32, 0.50], [-0.20, -0.98, 0.00], [-1.63, -1.46, -0.10], [0.82, 1.30, -0.42], [-0.18, -2.11, 0.79], [-1.29, -0.57, 0.82], [-0.18, 0.52, 1.02], [0.78, 1.11, -0.38], [0.57, 0.88, -0.24], [1.03, 0.49, -0.31], [-0.01, 0.14, -0.33], [-0.20, 0.29, -0.36], [0.02, -0.35, -0.06], [-0.12, -0.83, -0.57]],
  "mulliken_charge": [4.365, -0.678, 0.117, -0.462, 0.904, 0.067, -0.540, 0.409, -0.543, 0.628, -0.625, 0.621, -0.460, -0.656, 0.092, 0.155, -0.490, 1.022, -0.586, 0.499, -0.664, -0.443, 0.651, -0.673, 0.570, -0.610, -0.580, -0.639, 0.296, -0.526, 0.983, -0.248, 0.044, -0.103, -0.560, 0.601, -0.642, 0.568, -0.507, -0.624, -0.228, -0.462, 0.276, -0.043, -0.403, -0.176, 0.465, 0.017, -0.065, 0.317, -0.349, 0.344, 0.363, -0.537, 0.512, -0.449, -0.385, -0.256, 0.364, -0.483, -0.194, 0.381, -0.217, 0.292, -0.270, -0.378, 0.471, 0.003, -0.482, -0.388, 0.351, -0.284, 0.396, 0.165, 0.309, 0.138, -0.649, -0.444, -0.114, -0.397, 0.079, -1.021, 0.249, 0.180, 0.382, 0.358, 0.251, 0.379, -0.998, 0.044, -0.588, 0.824, -0.486, -0.113, 0.254, 0.334, 0.431, 0.307, -0.337, 0.230],
  "charge": -1,
  "spin_multiplicity": 1
}

Listing HOMO-LUMO gap for the structures above in their given order: 8.837 9.172 eV.
Listing energy above the lowest of the compared OMol25 structures with the same formula, charge and spin for the structures above in their given order: 0.0 0.0 kcal per mole.